Entry from the Open Molecules 2025 dataset: C25H46OsP2 as an isolated structure (ωB97M-V/def2-TZVPD).

```
74
Properties=species:S:1:pos:R:3:forces:R:3:mulliken_spin:R:1
Os -0.50566 0.37386 -0.34693 -1.6 -2.5 -3.2 1.7610
P -0.72149 2.04854 -1.93539 0.3 -0.7 0.0 0.2516
P -1.89118 -1.13979 -1.58151 1.4 1.4 0.3 -0.0404
C -1.93671 2.84626 -0.84710 -0.6 0.7 0.0 0.3027
C 0.20597 1.48696 1.39528 0.8 0.9 1.3 0.0071
C -4.36713 4.53148 -2.71982 0.2 0.2 0.7 0.0541
C 1.34203 -2.08335 1.08849 -0.1 0.1 0.0 -0.0258
C -4.44351 1.11347 -3.32704 0.1 -1.4 -3.0 0.3858
C 1.19664 0.51320 1.05398 0.5 0.3 0.6 -0.1398
C -4.35694 1.45267 -4.79518 0.6 0.2 0.1 0.0146
C -1.67242 -1.72842 1.96486 0.0 0.0 0.1 0.0128
C -1.71998 -0.44716 -3.27605 -0.2 -0.3 -0.2 0.0296
C -3.70610 2.81894 -5.22490 -0.4 -0.1 -0.5 0.0011
C -2.71383 3.48891 -4.31480 0.0 1.1 0.3 0.0037
C -1.21657 -2.82165 -1.67262 -0.3 -0.1 -0.1 0.0013
C -4.69258 1.99724 -2.34644 -1.6 2.3 2.2 0.1643
C 0.48860 2.95614 1.49173 0.1 -0.1 0.2 0.0424
C 2.64924 0.78898 0.78965 -0.2 0.0 -0.1 0.0018
C 1.02384 -0.02624 -1.74893 1.0 -0.4 -0.1 0.2310
C 0.60483 -0.78086 1.15267 0.7 -1.0 2.2 0.2975
C -1.00388 0.78790 1.74655 0.3 -0.1 0.7 0.4696
C -3.62109 -1.26039 -1.05536 -0.4 -0.1 -0.3 0.0627
C 0.38892 3.29693 -2.56377 -0.2 0.8 -0.9 0.0647
C -2.22959 1.35221 2.40888 0.0 0.0 -0.2 -0.0425
C -5.34770 3.32111 -2.64690 -0.6 -0.4 -0.1 0.0727
C -0.75952 -0.61685 1.56015 0.5 -0.5 1.3 -0.1067
C -2.98878 4.20241 -3.20786 0.1 0.6 -1.6 0.0269
C -1.43568 1.06450 -3.34110 0.0 0.4 -0.2 0.1286
H 0.81335 3.85578 -1.71873 -0.1 -0.2 -0.3 0.0008
H -2.17206 1.16389 3.49223 0.0 0.1 -0.3 0.0075
H -1.42700 -2.04662 2.98696 -0.1 0.0 -0.2 -0.0002
H 0.76380 -0.03645 -2.81026 0.0 0.1 0.2 -0.0181
H -4.51903 3.51116 -5.49581 0.3 -0.1 0.2 -0.0021
H -2.71608 -1.40270 1.95148 0.1 -0.1 0.0 -0.0039
H -0.43296 3.53501 1.59337 0.2 0.0 0.0 -0.0003
H -5.90131 3.25570 -3.59869 0.4 -0.1 0.3 0.0066
H 1.40480 -1.02127 -1.48645 0.1 0.0 -0.1 -0.0132
H -4.62605 1.72538 -1.28086 0.1 -0.1 -0.6 0.0128
H -3.16745 2.61656 -6.16815 -0.4 0.0 0.3 0.0022
H 2.22851 -1.99808 0.45324 -0.2 -0.2 0.1 0.0018
H -3.14194 0.86810 2.03599 0.1 0.2 0.1 -0.0025
H 1.19677 2.81512 -3.13377 -0.2 0.2 0.2 0.0119
H -0.91600 -0.97454 -3.80436 -0.2 -0.1 0.3 -0.0089
H 1.86110 0.66905 -1.60165 -0.2 -0.2 -0.2 0.0231
H -2.30413 2.43382 2.25745 -0.1 -0.2 0.1 0.0078
H -0.84655 1.29020 -4.24117 -0.2 0.0 0.1 0.0063
H -4.84111 5.30257 -3.35496 0.2 -0.4 0.2 0.0042
H -3.70623 -2.06910 -0.31664 0.0 0.2 -0.2 0.0031
H -0.15150 3.99313 -3.22067 0.5 0.2 0.0 0.0049
H 3.08673 0.01013 0.15702 0.0 0.2 0.1 0.0008
H -3.94298 -0.31617 -0.59255 0.1 -0.4 -0.1 -0.0282
H -1.10530 -3.23390 -0.66210 -0.1 0.0 -0.3 0.0000
H -3.79749 0.65441 -5.30243 -0.3 0.0 0.3 -0.0002
H 3.20860 0.79686 1.73457 -0.2 0.0 -0.1 0.0004
H -6.11230 3.53545 -1.87718 0.4 -0.2 -0.2 0.0047
H -5.35928 1.42200 -5.24992 -0.1 -0.1 0.3 0.0344
H 2.78267 1.76593 0.31165 0.1 -0.2 0.1 0.0019
H -2.39706 1.55699 -3.46477 -0.5 0.2 -0.1 -0.0350
H -1.63725 3.88357 -0.65135 0.0 -0.1 0.0 0.0209
H -4.26828 -1.47943 -1.91700 0.0 -0.2 0.4 0.0012
H -1.91359 -3.44136 -2.25469 0.3 0.0 0.1 0.0024
H -4.27968 4.98033 -1.71743 -0.1 -0.2 -0.3 0.0004
H 0.69563 -2.89087 0.72949 0.2 0.1 0.0 0.0005
H 1.68701 -2.36451 2.09582 -0.1 0.1 -0.2 0.0114
H -2.91762 2.85667 -1.32074 0.1 0.1 0.2 -0.0321
H 1.04440 3.30808 0.61235 -0.2 0.0 0.2 0.0120
H -2.18512 4.76897 -2.72701 -0.2 -0.3 -0.2 0.0006
H -1.69856 3.54509 -4.71920 -0.2 -0.3 0.4 -0.0014
H -2.03007 2.33948 0.12249 0.0 0.1 -0.3 -0.1351
H -0.23479 -2.79672 -2.16393 -0.3 0.0 0.1 0.0010
H -4.48871 0.04377 -3.11381 0.2 0.4 0.1 0.0660
H 1.11763 3.15686 2.36839 -0.2 0.1 -0.1 0.0024
H -2.65570 -0.67644 -3.80795 0.4 0.1 -0.2 -0.0051
H -1.55878 -2.60238 1.31553 -0.1 0.1 0.2 0.0001
```
Positions in Å, forces in eV/Å.

Values from the calculation:
HOMO level (alpha / beta): -9.12 / -13.83 eV
total charge: +2
LUMO (alpha / beta): -6.206 / -10.248 eV
2S+1: 5



Entry from the Open Molecules 2025 dataset: a 2-piece molecular cluster, C3H8OS overall (ωB97M-V/def2-TZVPD).

```
13
Properties=species:S:1:pos:R:3:forces:R:3:nbo_charge:R:1
S -0.68961 1.89368 -1.65359 0.4 0.2 -0.5 0.1638
O 1.84569 -3.68084 0.48844 -0.2 0.0 -0.3 -0.4847
C -1.87280 2.50061 -0.47234 -0.5 0.8 0.7 -0.7666
C 0.77607 1.29764 -0.73789 -0.6 0.4 -0.4 -0.7257
C 1.22986 -4.32435 1.28586 0.5 0.3 1.2 0.2852
H -1.45003 2.86138 0.46154 0.4 -0.5 0.2 0.2221
H 1.64477 1.75405 -1.20180 0.1 0.1 0.2 0.2221
H 0.73092 1.51035 0.32468 0.0 0.1 0.0 0.2212
H 0.63272 -3.87581 2.10775 -0.2 0.3 -0.4 0.0980
H 1.34594 -5.40096 1.41613 0.0 -0.6 -0.5 0.1019
H -2.31956 3.43165 -0.83252 -0.1 -0.3 -0.5 0.2291
H -2.67021 1.78945 -0.27109 0.1 -0.1 0.1 0.2130
H 0.79623 0.24316 -0.91516 0.3 -0.7 0.2 0.2205
```
Positions in Å, forces in eV/Å.

Values from the calculation:
ΔE to the lowest compared entry with this formula, charge and spin: 118.4 kJ/mol
structure (SMILES): C=O.CSC
HOMO level: -8.31 eV
LUMO: 0.811 eV



Entry from the Open Molecules 2025 dataset: one molecule with the formula C15H22N6OS (ωB97M-V/def2-TZVPD).

```
45
Properties=species:S:1:pos:R:3:forces:R:3:nbo_charge:R:1
S 0.67096 -3.17709 2.85653 0.0 0.9 -0.1 0.2926
O -2.07452 -1.84591 1.82431 1.0 -1.3 -2.0 -0.6899
N 2.70798 -0.70613 0.60357 0.4 -0.3 0.3 -0.3220
N 2.37122 -1.94752 1.12411 -0.1 0.8 -0.6 -0.2422
N -0.70438 -0.20250 3.68088 -0.6 -2.7 0.9 -0.7978
N 0.08747 1.57012 2.78012 1.7 0.7 -1.7 -0.5464
N 1.12096 -0.44870 2.07690 -1.5 0.7 1.7 -0.4057
N -1.19878 -2.19481 -0.30800 -0.6 -0.5 1.8 -0.4432
C 0.23221 0.27850 2.86038 -0.8 1.6 -0.5 0.6366
C 0.81187 2.24440 1.83182 1.8 -1.1 -0.4 0.2554
C -0.60892 -3.73294 1.67470 0.2 1.1 -1.3 -0.6125
C -1.96277 -1.06881 -0.83546 -0.8 1.1 -0.2 -0.0345
C 1.39843 -1.80386 1.97938 0.3 -0.7 -0.1 0.1221
C -1.32317 0.22848 -0.39711 0.1 0.1 -0.2 -0.6241
C -1.36233 -2.53393 1.04080 -0.5 1.5 0.3 0.7064
C 1.98452 0.20525 1.22633 -0.2 0.7 -0.9 0.3431
C 0.31861 -1.82244 -2.27148 -0.6 0.6 0.9 -0.4128
C -0.77974 -4.09068 -1.82956 1.0 0.0 0.9 -0.6152
C 0.41054 3.67024 1.76617 1.2 0.4 0.2 -0.6433
C -0.21022 -2.79907 -1.18750 0.4 -1.1 -0.9 -0.0435
C -2.15020 -1.08845 -2.35881 1.1 -1.4 0.2 -0.3952
C -0.79058 -1.09679 -3.07087 0.0 -0.7 -0.4 -0.4179
C 1.83233 1.65173 1.04980 -2.2 -0.7 2.1 -0.3542
H -1.38068 0.36221 0.66052 0.0 -0.1 0.8 0.2218
H -0.91762 -1.60386 -4.04724 0.1 0.5 0.3 0.2094
H -2.74303 -0.27255 -2.71291 -0.4 0.8 0.2 0.2209
H 0.64289 -3.07240 -0.58677 0.3 0.0 0.2 0.2244
H -1.22135 0.57020 4.07567 0.1 -0.1 -0.2 0.4055
H 0.96440 -1.07392 -1.77989 -0.2 -0.4 -0.1 0.2231
H -0.28405 0.25783 -0.68600 0.4 0.1 -0.1 0.2067
H -0.00849 -4.71093 -2.30831 -0.1 0.3 0.1 0.2169
H -1.33374 -4.30411 2.23276 -0.2 -0.1 0.2 0.2597
H -0.12765 -4.34667 0.92649 0.0 -0.3 -0.1 0.2268
H 1.12661 4.20743 1.14972 -0.1 0.2 -0.2 0.2116
H 0.47345 4.08887 2.79270 -0.4 -0.2 -0.7 0.2346
H -1.82513 1.07253 -0.83518 -0.3 0.4 -0.3 0.2109
H -1.28690 -4.69980 -1.08516 0.0 -0.1 0.1 0.2059
H 0.94375 -2.35517 -2.96610 0.3 -0.4 -0.1 0.2247
H -1.31194 -0.86317 3.19379 0.0 -0.5 0.5 0.4310
H -0.57410 3.74956 1.32303 -0.3 0.2 0.2 0.2318
H -0.44591 -0.08036 -3.24253 -0.1 0.1 -0.2 0.2136
H -1.50137 -3.81781 -2.54321 -1.0 0.2 -1.1 0.2034
H -2.73114 -1.97870 -2.62764 0.2 0.0 0.0 0.2011
H -2.97598 -1.07390 -0.45698 -0.1 -0.4 0.6 0.2215
H 2.42072 2.25027 0.39856 0.4 0.0 -0.5 0.2389
```
Positions in Å, forces in eV/Å.

Values from the calculation:
ΔE to the lowest compared entry with this formula, charge and spin: 87.5 kJ/mol
structure (SMILES): Cc1cc2nnc(SCC(=O)N3[C@@H](C)CCC[C@@H]3C)n2c(N)n1
HOMO level: -8.15 eV
LUMO: 0.602 eV



Entry from the Open Molecules 2025 dataset: a 2-piece molecular cluster, C5H15NO overall (ωB97M-V/def2-TZVPD).

```
22
Properties=species:S:1:pos:R:3:forces:R:3:nbo_charge:R:1
O 3.72503 1.19518 3.38635 -0.4 -0.3 -0.4 -0.9271
N -0.86556 -0.35690 -0.94550 -1.2 -0.9 -0.5 -0.4600
C -0.78814 2.06612 -0.66706 -0.6 1.2 -0.9 -0.6237
C -0.64640 -1.57941 -0.21345 1.7 -0.3 1.4 -0.2149
C 0.82620 -1.74905 0.22722 0.7 1.2 -0.4 -0.6163
C -1.52048 -0.54597 -2.22483 -0.3 0.4 -0.9 -0.4160
C -1.40226 0.76316 -0.18148 1.2 0.2 -0.4 -0.2140
H 0.89866 -2.62719 0.86490 0.4 -0.2 -0.3 0.2038
H -1.29616 2.46153 -1.55827 0.0 -0.6 -0.3 0.2011
H 2.93143 1.57189 2.98897 0.1 0.4 0.2 0.4637
H -0.98599 2.93189 -0.03768 0.3 -0.2 0.8 0.2116
H -1.05738 0.55923 0.82683 -0.5 0.3 0.4 0.1951
H 1.48635 -1.70128 -0.64896 -0.3 -1.1 -0.2 0.2086
H -1.30679 -1.49653 -2.71020 0.9 0.1 0.1 0.2031
H -1.20699 -1.73669 0.71965 -0.6 0.4 -0.3 0.1736
H 3.64653 0.28828 3.06520 0.4 -0.1 0.2 0.4640
H 0.26015 2.02525 -0.94397 0.2 -0.2 0.4 0.2156
H -2.48536 0.89498 -0.27761 -0.1 -0.5 0.4 0.1774
H 1.33858 -0.90906 0.72240 -1.0 0.1 0.7 0.1953
H -2.62484 -0.58768 -2.31872 -0.1 0.4 1.0 0.1656
H -1.21352 0.29040 -2.85634 0.0 -0.2 -0.3 0.1967
H -0.76442 -2.47973 -0.79593 -0.7 0.0 -0.6 0.1970
```
Positions in Å, forces in eV/Å.

Values from the calculation:
ΔE to the lowest compared entry with this formula, charge and spin: 167.4 kJ/mol
structure (SMILES): CCN(C)CC.O
HOMO level: -8.44 eV
LUMO: 0.634 eV



The F_max results, record by record, are as follows: 4.346; 1.313; 3.126; 2.213 eV/Å.